DFT (ωB97M-V/def2-TZVPD) results for a structure of composition C6H12HgO10.

```
29
C6H12HgO10 | the Open Molecules 2025 dataset | ωB97M-V/def2-TZVPD
O 2.327 -1.497 2.272
O 2.900 0.074 1.041
H -1.351 -1.950 -1.145
O 0.755 -0.317 -1.181
O -1.509 0.692 0.294
O -0.531 -0.314 3.129
H 1.380 3.026 -0.179
C -1.462 1.915 -0.143
C 3.208 -0.792 1.843
O -0.635 -1.778 1.787
H -2.362 -0.885 -3.046
H 0.887 0.432 -1.768
H -1.888 0.091 -0.351
O 0.820 2.297 0.098
H -1.113 1.791 -1.168
C -0.939 -1.481 2.917
Hg 0.647 0.072 1.118
O -0.524 -2.213 3.819
O -1.591 -0.620 -2.539
H 0.963 -2.332 -1.451
C -0.867 -1.776 -2.106
O 4.418 -0.758 2.156
C 0.629 -1.483 -2.047
H 1.133 -1.390 -3.008
H -0.531 2.818 1.716
H -0.649 3.822 0.343
H -2.480 2.301 -0.192
C -0.476 2.784 0.628
H -1.159 -2.531 -2.836
```

For the energy above the lowest of the compared OMol25 structures with the same formula, charge and spin, the calculation gives 76.7 kcal per mole. The calculation puts the total energy at -1141.3603 hartree. The total charge is -2. The frontier orbital gap is 0.102 Eh.

***

DFT (ωB97M-V/def2-TZVPD) results for a structure of composition C6H12HgO10.

```
29
C6H12HgO10 | the Open Molecules 2025 dataset | ωB97M-V/def2-TZVPD
H -5.727 5.325 -20.668
H -6.799 1.505 -16.755
H -4.476 4.137 -22.344
H -3.656 2.153 -18.582
C -9.485 3.126 -20.152
C -5.121 4.518 -20.252
C -4.698 3.596 -21.420
O -8.605 3.050 -21.083
O -8.939 2.947 -19.020
Hg -6.917 2.011 -19.767
H -3.761 3.049 -21.256
H -5.147 0.112 -16.817
O -5.701 2.640 -21.742
O -7.503 0.115 -21.578
C -4.000 1.123 -18.475
H -5.510 2.306 -22.622
O -5.906 3.985 -19.160
H -4.437 1.530 -16.419
O -6.211 1.790 -17.460
C -4.969 1.089 -17.273
H -3.105 0.516 -18.324
C -8.055 -0.527 -20.599
H -5.582 4.499 -18.413
O -9.282 -0.807 -20.796
O -10.667 2.785 -20.483
H -4.194 4.992 -19.917
O -4.633 0.764 -19.700
H -4.743 -0.192 -19.752
O -7.579 -0.227 -19.409
```

For the energy above the lowest of the compared OMol25 structures with the same formula, charge and spin, the calculation gives 34.2 kcal per mole. The calculation puts the total energy at -1141.4280 hartree. The total charge is -2. The frontier orbital gap is 0.115 Eh.

***

DFT (ωB97M-V/def2-TZVPD) results for a structure of composition C6H12MgOP.

```
21
C6H12MgOP | the Open Molecules 2025 dataset | ωB97M-V/def2-TZVPD
H 0.703 0.482 -3.633
C 0.650 0.027 -2.613
H -0.033 -3.285 -1.837
C 0.888 0.786 -1.521
H -1.978 0.679 0.924
O -1.341 -0.051 1.080
H -0.424 2.993 1.966
H -0.592 -1.272 2.572
H 0.142 -1.806 -3.653
C 0.315 -1.360 -2.662
H -0.940 0.398 3.091
C 0.260 -2.251 -1.543
C 0.537 -1.968 -0.254
H 0.323 -2.685 0.574
P 0.696 2.465 1.227
H -2.308 -0.779 2.810
H 1.800 2.807 2.089
H 0.831 3.454 0.194
H 1.200 1.852 -1.622
Mg 0.589 -0.042 0.336
C -1.318 -0.442 2.476
```

The calculation puts the total energy at -852.3132 hartree. The total charge is -1. The frontier orbital gap is 0.121 Eh.

***

DFT (ωB97M-V/def2-TZVPD) results for a cluster of 2 separate species, C6H12N in total.

```
19
C6H12N | the Open Molecules 2025 dataset | ωB97M-V/def2-TZVPD
H -0.174 2.430 1.932
H -1.854 -0.347 -1.462
H -1.689 1.556 2.517
H 1.740 1.697 -1.548
H 2.360 -2.496 -1.048
C -1.821 -0.238 0.680
H 1.381 -0.530 -2.396
H 2.323 1.067 0.119
C -0.904 1.617 1.766
C 1.827 -1.681 -0.531
C 1.894 0.856 -0.879
H 2.365 -1.465 0.412
C -2.042 -0.861 -0.519
H -0.146 0.836 0.068
H -2.326 -0.531 1.621
H -2.241 -1.917 -0.455
C 1.714 -0.405 -1.313
H 0.825 -2.057 -0.344
N -0.939 0.861 0.766
```

For the energy above the lowest of the compared OMol25 structures with the same formula, charge and spin, the calculation gives 62.8 kcal per mole. The calculation puts the total energy at -290.2218 hartree. The total charge is +1. The frontier orbital gap is 0.303 Eh.

***

DFT (ωB97M-V/def2-TZVPD) results for the ion C6H12N with charge +1.

```
19
C6H12N | the Open Molecules 2025 dataset | ωB97M-V/def2-TZVPD
C 1.561 1.232 0.456
N 0.804 -0.029 0.053
C -1.584 -0.095 0.093
H 0.064 1.013 -1.644
H 0.885 1.924 0.758
H 2.157 0.879 1.199
H -0.554 -0.196 1.900
H -3.348 0.377 0.941
H 0.802 -2.134 0.183
C 1.624 -1.286 0.168
H -3.142 0.779 -0.788
C -3.021 0.070 -0.083
C -0.455 -0.135 0.732
H -3.361 -0.964 -0.446
H 2.324 -1.306 -0.753
H 2.078 1.554 -0.323
H 0.756 -0.637 -2.191
C 0.355 0.066 -1.413
H 2.054 -1.113 1.158
```

For the energy above the lowest of the compared OMol25 structures with the same formula, charge and spin, the calculation gives 147.4 kcal per mole. The calculation puts the total energy at -290.0869 hartree. The total charge is +1. The frontier orbital gap (alpha / beta) is 0.349 / 0.301 Eh.

***

DFT (ωB97M-V/def2-TZVPD) results for the ion C6H12N with charge +1.

```
19
C6H12N | the Open Molecules 2025 dataset | ωB97M-V/def2-TZVPD
C -3.007 -0.578 1.047
C -0.814 0.062 0.143
H -1.860 1.019 1.796
H 1.401 -1.721 0.602
H 1.546 -0.117 1.025
H -0.529 -0.973 0.003
N 1.950 -0.876 0.465
H -0.547 2.011 -0.650
H 3.058 -0.099 -1.136
H -3.842 -0.612 1.737
H 1.819 1.726 -1.036
H 2.898 -1.024 0.813
C 2.028 -0.398 -0.971
C -1.987 0.265 1.023
C 1.175 0.863 -1.208
H 1.754 -1.186 -1.667
H 0.955 0.912 -2.273
C -0.183 0.991 -0.567
H -3.092 -1.282 0.229
```

For the energy above the lowest of the compared OMol25 structures with the same formula, charge and spin, the calculation gives 37.4 kcal per mole. As for the SMILES: C=C/C=C/CC[NH3+]. The calculation puts the total energy at -290.2623 hartree. The total charge is +1. The frontier orbital gap is 0.332 Eh.

***

DFT (ωB97M-V/def2-TZVPD) results for a structure of composition C6H12N.

```
19
C6H12N | the Open Molecules 2025 dataset | ωB97M-V/def2-TZVPD
C -0.683 -0.383 0.818
C -0.127 0.625 -1.306
H -1.321 -2.110 -0.446
H -0.092 -0.405 -1.622
H -2.353 -1.832 0.980
H -2.558 -0.667 -0.344
H 0.943 1.753 1.689
H 2.298 -2.284 0.098
C 0.252 1.805 0.740
C -1.756 -1.333 0.199
H 0.553 1.246 -1.913
H 0.612 2.599 0.126
H 3.134 -0.618 -0.479
H -0.889 2.082 0.892
N 0.232 0.538 0.060
C 1.171 -0.560 0.197
H -0.487 -0.376 1.820
C 2.256 -1.245 -0.085
H -1.184 1.165 -1.422
```

For the energy above the lowest of the compared OMol25 structures with the same formula, charge and spin, the calculation gives 128.8 kcal per mole. The calculation puts the total energy at -290.1166 hartree. The total charge is +1. The frontier orbital gap is 0.369 Eh.

***

DFT (ωB97M-V/def2-TZVPD) results for a structure of composition C6H12N.

```
19
C6H12N | the Open Molecules 2025 dataset | ωB97M-V/def2-TZVPD
H 0.691 -1.779 -2.116
H 0.304 1.789 2.422
C 1.135 -0.805 -2.138
H 0.824 -0.320 -3.151
C 0.680 -0.140 -0.962
C 1.079 0.865 0.105
H -1.566 0.239 -1.158
C -1.183 -1.149 0.276
H 1.724 0.720 0.874
C -0.706 0.157 -0.402
N -0.287 1.170 0.566
H -0.518 -0.022 2.380
H -1.484 1.538 2.368
H 1.436 1.814 -0.417
H -2.128 -0.920 0.778
H -0.482 -1.415 1.103
H 2.228 -0.777 -2.223
H -1.297 -1.990 -0.298
C -0.450 1.026 1.994
```

For the energy above the lowest of the compared OMol25 structures with the same formula, charge and spin, the calculation gives 37.1 kcal per mole. Its expectation value of S² is 2.01. The calculation puts the total energy at -290.0938 hartree. As for the spin multiplicity: 3. The total charge is +1. The frontier orbital gap (alpha / beta) is 0.340 / 0.271 Eh.

***

DFT (ωB97M-V/def2-TZVPD) results for the ion C6H12N with charge +2.

```
19
C6H12N | the Open Molecules 2025 dataset | ωB97M-V/def2-TZVPD
H 0.573 -2.085 -1.512
C 0.422 -1.041 -1.813
H -1.511 0.821 0.067
H -0.023 -1.211 3.187
H 0.582 3.441 -1.317
C -0.048 0.022 -1.160
H -0.170 2.372 0.007
C -0.870 -0.059 0.150
H 0.471 1.377 -2.692
N 0.223 1.367 -1.702
H 0.881 -1.085 -2.800
H -0.329 0.451 2.155
H -1.499 -0.980 -0.046
H -0.919 -2.094 1.783
H 0.870 -2.196 2.123
C -0.055 -1.503 2.113
C 0.082 -0.159 1.319
H 1.113 0.120 1.152
C 0.206 2.441 -1.014
```

For the energy above the lowest of the compared OMol25 structures with the same formula, charge and spin, the calculation gives 63.1 kcal per mole. Its expectation value of S² is 0.76. The calculation puts the total energy at -289.7113 hartree. As for the spin multiplicity: 2. The total charge is +2. The frontier orbital gap (alpha / beta) is 0.343 / 0.185 Eh.

***

DFT (ωB97M-V/def2-TZVPD) results for a cluster of 2 separate species, C6H12N2 in total.

```
20
C6H12N2 | the Open Molecules 2025 dataset | ωB97M-V/def2-TZVPD
C 1.985 1.355 -0.996
H -2.688 0.168 1.770
H -3.686 -0.592 -0.193
H -1.437 -1.052 1.935
H -2.384 -1.169 -0.890
N 1.658 -0.128 0.674
C 2.415 0.812 1.133
H -1.225 0.334 0.803
C -2.791 -1.106 0.144
H 2.067 1.970 -1.872
C -1.921 -0.395 1.217
N 2.651 1.744 0.177
H 2.810 0.984 2.125
H -0.500 -1.047 -0.830
H -2.811 -2.145 0.456
C 1.276 0.246 -0.598
H -0.066 -0.294 -2.249
H 1.055 -1.561 -1.602
H 3.185 2.602 0.153
C 0.407 -0.726 -1.356
```

For the energy above the lowest of the compared OMol25 structures with the same formula, charge and spin, the calculation gives 20.0 kcal per mole. As for the SMILES: Cc1c[nH]cn1.CC. The calculation puts the total energy at -345.2961 hartree. The total charge is 0. The frontier orbital gap is 0.352 Eh.

***

DFT (ωB97M-V/def2-TZVPD) results for a cluster of 2 separate species, C6H12N2 in total.

```
20
C6H12N2 | the Open Molecules 2025 dataset | ωB97M-V/def2-TZVPD
H 1.862 -1.976 -0.478
H -2.036 -0.713 -0.221
N 1.018 1.744 -0.490
H -0.255 -1.454 1.389
H -0.625 0.018 -2.040
C 0.142 -0.528 -1.498
C 1.246 0.554 -0.575
N 2.570 -1.459 0.043
C 2.352 -0.215 0.054
C -0.792 -0.525 1.580
H -0.079 0.191 1.985
H 0.951 -0.664 -2.221
C -1.465 -0.003 0.360
H -0.484 1.831 -0.285
C -1.642 1.387 0.138
H -0.145 -1.532 -1.194
H -1.671 1.988 1.046
H -2.440 1.654 -0.549
H 3.041 0.422 0.606
H -1.549 -0.720 2.350
```

For the energy above the lowest of the compared OMol25 structures with the same formula, charge and spin, the calculation gives 120.9 kcal per mole. The calculation puts the total energy at -345.1352 hartree. The total charge is 0. The frontier orbital gap (alpha / beta) is 0.275 / 0.275 Eh.

***

DFT (ωB97M-V/def2-TZVPD) results for the molecule C6H12N2.

```
20
C6H12N2 | the Open Molecules 2025 dataset | ωB97M-V/def2-TZVPD
C 0.655 0.542 -0.144
H -1.098 1.870 -0.966
H 0.283 2.722 -0.337
C 0.485 -2.004 0.388
H 1.854 -0.285 -1.544
C -0.367 1.859 -0.151
N 1.716 0.739 0.777
C -2.770 -0.560 0.457
C -0.188 -0.680 0.119
H 2.296 1.506 0.451
H 0.592 0.548 -2.152
H -0.198 -2.833 0.176
H 1.380 -2.140 -0.226
C -1.496 -0.550 0.181
H -0.848 2.005 0.821
H -3.428 0.221 0.093
H 2.241 -0.104 0.968
N 1.304 0.560 -1.426
H -3.195 -1.342 1.077
H 0.784 -2.075 1.439
```

For the energy above the lowest of the compared OMol25 structures with the same formula, charge and spin, the calculation gives 80.6 kcal per mole. As for the SMILES: C=C=C(C)C(C)(N)N. The calculation puts the total energy at -345.1994 hartree. The total charge is 0. The frontier orbital gap (alpha / beta) is 0.292 / 0.292 Eh.